ORCA calculation (wB97M-V/def2-TZVPD) on C3H10N2O3 as an isolated structure.

Positions of all 18 atoms, in Å:
H: 0.554 -0.295 0.683
O: 1.061 -0.934 1.556
N: -0.214 0.184 -0.289
H: 0.337 -1.563 1.620
C: -0.238 -0.097 -1.622
C: -1.126 1.107 -0.036
C: -1.269 0.562 -2.215
N: -1.826 1.345 -1.219
H: -2.635 1.956 -1.251
H: -1.649 1.445 0.826
H: -1.645 0.463 -3.216
H: 0.508 -0.803 -1.977
O: 0.326 1.438 2.462
H: 0.712 0.520 2.239
H: 1.069 1.873 2.895
O: 2.019 -2.281 -0.488
H: 1.837 -1.723 0.315
H: 2.180 -3.197 -0.283

## Properties
- E_tot: -455.52781 hartree
- Lowest unoccupied orbital energy: 0.56 eV
- HOMO-LUMO gap: 10.233 eV
- Maximum force: 3.6 eV Å⁻¹
- E_HOMO: -9.7 eV